Formula: C51H66BN8O3SiSn
Source: the OMol25 dataset
Level of theory: wB97M-V/def2-TZVPD

Geometry as XYZ:
```
131
Properties=species:S:1:pos:R:3:lowdin_charge:R:1
Sn -0.0292 0.2293 -0.1518 1.333
C 4.2822 -0.9636 1.1176 -0.047
C 3.4110 0.2951 1.1456 -0.355
C 4.2298 1.5072 1.5840 -0.032
C 2.2565 0.0985 2.0811 -0.205
C 2.3282 -0.0296 3.4591 0.064
C 1.0327 -0.2465 3.9055 -0.163
C 0.6038 -0.4211 5.3299 -0.358
C 0.7686 0.9022 6.0841 -0.042
C 1.4099 -1.5375 5.9998 -0.049
N 0.2265 -0.2717 2.8295 0.078
N 0.9696 -0.0251 1.7173 0.021
B -1.2286 -0.7481 2.6545 -0.494
N -2.1417 0.3328 2.0432 0.073
N -1.9179 0.8721 0.7928 0.045
C -2.9491 1.6899 0.5141 -0.210
C -3.8026 1.7080 1.6059 0.052
C -3.2870 0.8367 2.5413 -0.169
C -3.9982 0.4795 3.8205 -0.335
C -4.6549 -0.9013 3.6990 -0.037
C -3.1988 0.6507 5.1136 -0.043
C -3.2501 2.4712 -0.7315 -0.343
C -2.4885 2.0106 -1.9516 -0.064
C -3.0271 3.9639 -0.4617 -0.033
N -1.2136 -1.9785 1.7038 0.074
N -0.9898 -1.7921 0.3526 0.050
C -1.2046 -2.9777 -0.2497 -0.225
C -1.5059 -3.9181 0.7159 0.032
C -1.4946 -3.2735 1.9424 -0.155
C -1.6464 -4.0672 3.2281 -0.322
C -0.4318 -5.0096 3.3164 -0.050
C -1.8162 -3.3835 4.5787 -0.057
C -1.1298 -3.3512 -1.7061 -0.346
C -1.8160 -2.3660 -2.6435 -0.044
C 0.3093 -3.6872 -2.1085 -0.030
H 5.1327 -0.8055 0.4518 0.084
H 4.6711 -1.1920 2.1112 0.088
H 3.7206 -1.8329 0.7685 0.082
H 3.0214 0.4654 0.1428 0.080
H 4.6356 1.3544 2.5858 0.089
H 5.0592 1.6827 0.8985 0.076
H 3.6014 2.3923 1.6040 0.065
H 3.2162 0.0244 4.0649 0.129
H -0.4493 -0.6875 5.3493 0.092
H 1.8185 1.1969 6.1226 0.085
H 0.2099 1.7049 5.6013 0.082
H 0.4067 0.7982 7.1075 0.087
H 2.4600 -1.2560 6.0914 0.083
H 1.0255 -1.7277 7.0023 0.089
H 1.3620 -2.4673 5.4321 0.074
H -1.6696 -1.0582 3.6947 0.088
H -4.7291 2.2520 1.6812 0.133
H -4.8062 1.2133 3.8625 0.135
H -3.9298 -1.6590 3.4038 0.056
H -5.0990 -1.1969 4.6502 0.091
H -5.4418 -0.8897 2.9445 0.089
H -2.5303 -0.1858 5.2979 0.049
H -2.6107 1.5695 5.1010 0.090
H -3.8906 0.7060 5.9545 0.089
H -4.3172 2.3122 -0.9119 0.146
H -1.4313 2.2427 -1.8445 0.035
H -2.6125 0.9401 -2.1262 0.079
H -2.8378 2.5337 -2.8415 0.101
H -1.9849 4.1349 -0.1873 0.051
H -3.2540 4.5485 -1.3538 0.095
H -3.6532 4.3228 0.3550 0.086
H -1.7360 -4.9554 0.5386 0.132
H -2.5336 -4.6852 3.0627 0.146
H 0.4867 -4.4280 3.4253 0.088
H -0.5287 -5.6596 4.1862 0.086
H -0.3313 -5.6354 2.4317 0.075
H -0.9259 -2.8235 4.8518 0.060
H -2.6783 -2.7241 4.6305 0.056
H -1.9541 -4.1626 5.3295 0.093
H -1.6999 -4.2809 -1.7674 0.136
H -1.3368 -1.3896 -2.6378 0.035
H -1.7949 -2.7412 -3.6672 0.090
H -2.8588 -2.2190 -2.3580 0.091
H 0.9610 -2.8222 -2.0122 0.046
H 0.7119 -4.4713 -1.4667 0.091
H 0.3448 -4.0392 -3.1405 0.091
O -0.2427 0.3940 -2.2304 -0.250
N 0.6856 -0.1031 -2.9789 0.081
N 1.6019 -0.6909 -2.3491 -0.189
O 1.6149 -0.7817 -1.0399 -0.158
C 2.7042 -1.2785 -3.0709 -0.177
C 3.8531 -1.5780 -2.3597 -0.001
C 4.9250 -2.1287 -3.0453 -0.048
C 4.8345 -2.3649 -4.4090 -0.058
C 3.6677 -2.0572 -5.0977 -0.053
C 2.5840 -1.5112 -4.4322 -0.002
H 3.9019 -1.3822 -1.2993 0.080
H 5.8328 -2.3700 -2.5095 0.115
H 5.6746 -2.7935 -4.9384 0.113
H 3.5968 -2.2494 -6.1593 0.114
H 1.6661 -1.2768 -4.9511 0.119
O 0.7331 2.0517 -0.2880 -0.353
Si 1.3436 3.5164 -0.6826 0.539
C 3.2085 3.3705 -0.9297 -0.219
C 4.0801 4.3933 -0.5492 -0.088
C 5.4523 4.2727 -0.7256 -0.072
C 5.9834 3.1259 -1.2985 -0.087
C 5.1344 2.1066 -1.7071 -0.088
C 3.7662 2.2328 -1.5145 -0.111
C 0.7805 4.2783 -2.3243 -0.213
C 0.8388 5.6688 -2.4754 -0.098
C 0.4534 6.2868 -3.6558 -0.076
C 0.0026 5.5265 -4.7255 -0.084
C -0.0273 4.1454 -4.6146 -0.081
C 0.3585 3.5352 -3.4281 -0.099
C 0.9470 4.7634 0.6690 -0.214
C 1.7050 4.8591 1.8403 -0.093
C 1.3234 5.6807 2.8911 -0.080
C 0.1583 6.4283 2.7995 -0.081
C -0.5979 6.3741 1.6383 -0.072
C -0.2022 5.5569 0.5891 -0.121
H 3.6842 5.3042 -0.1135 0.103
H 6.1089 5.0752 -0.4141 0.107
H 7.0525 3.0346 -1.4410 0.106
H 5.5387 1.2168 -2.1758 0.101
H 3.1111 1.4365 -1.8455 0.084
H 1.2093 6.2844 -1.6645 0.103
H 0.5032 7.3650 -3.7399 0.106
H -0.3046 6.0083 -5.6447 0.104
H -0.3447 3.5394 -5.4543 0.104
H 0.3479 2.4530 -3.3793 0.076
H 2.6361 4.3159 1.9281 0.084
H 1.9411 5.7439 3.7781 0.104
H -0.1507 7.0596 3.6226 0.105
H -1.4937 6.9748 1.5439 0.107
H -0.7863 5.5618 -0.3231 0.081
```

Multiplicity: 1
Highest occupied orbital energy: -10.6 eV
Total charge: +1
M: 996.75 g/mol
Calculated total energy: -3175.35383 Eh
ΔE to the lowest compared entry with this formula, charge and spin: 17.4 kcal/mol